This record from the Open Molecules 2025 dataset describes a 7-piece molecular cluster, C47H89BN8O13S overall at a distorted geometry. The level of theory is wB97M-V/def2-TZVPD.

Each atom is followed by the atoms it is bonded to, with distances in Å.
Geometry (Å):
1 C -8.0836 -1.1668 6.2138  N50 1.448, H89 1.093, H120 1.094, H125 1.094
2 C 1.7686 -0.3986 0.5361  C19 1.428, C84 1.676
3 H -9.5780 0.9211 8.9647  C110 1.094
4 C 10.2172 3.3130 -10.1409  H39 1.094, N86 1.448, H137 1.093, H151 1.094
5 H 2.8845 1.4789 1.8962  C19 1.191
6 H -8.7278 7.6503 1.6181  C95 1.102
7 S 4.6114 -1.4331 -5.3393  C38 1.862, C112 1.878
8 H 6.4374 -0.5509 0.4823  C9 1.176
9 C 7.2474 -1.1904 -0.0815  H8 1.176, C72 1.653, C90 1.662, H102 1.189
10 H 2.0535 2.6858 -0.5831  C92 1.170
11 H 4.5615 0.2251 -7.2306  C112 1.186
12 C 2.5897 -8.5929 -2.5297  C24 1.640, H51 1.192, C146 1.668
13 H 1.8760 -5.4698 -8.0921  C52 1.189
14 H 5.1159 0.5605 -3.9879  C38 1.195
15 H -10.9779 0.8614 10.0758  C110 1.093
16 H -2.9627 2.5733 3.3056  C141 1.094
17 C 3.1392 -5.9208 -0.9217  C34 1.663, H73 1.188, C142 1.639
18 H 0.9490 -4.1443 2.9643  C133 1.194
19 C 2.1628 0.6933 1.3672  C2 1.428, H5 1.191
20 H -7.7952 10.7691 2.3531  C149 1.094
21 H -6.7435 -1.4067 3.1043  C36 1.102
22 H -10.5636 -0.2811 12.3173  C32 1.094
23 N -1.4257 1.8441 4.5024  C99 1.448, C118 1.379, C141 1.448
24 C 3.5796 -8.6762 -1.2245  C12 1.640, H49 1.180, C142 1.639
25 C 0.3758 -4.0216 -7.1189  C52 1.639, H85 1.188, H124 1.190, C154 1.666
26 H -6.4917 9.8737 4.3532  C87 1.093
27 O 5.8271 -1.2965 -2.2813  C72 1.483, C117 1.501
28 H -8.3357 4.4089 3.7179  C115 1.093
29 H 2.1534 -3.8459 1.5448  C133 1.183
30 C 1.2812 -1.4265 -4.3071  O47 1.463, H54 1.194, C135 1.680, H140 1.195
31 H 0.5182 2.5753 4.5464  C99 1.094
32 C -9.5795 0.1287 12.0723  H22 1.094, H96 1.094, H105 1.093, N129 1.448
33 H -6.5922 4.5305 4.0963  C115 1.094
34 C 2.1500 -5.8130 -2.2536  C17 1.663, C108 1.673, C146 1.639
35 H -5.2070 -0.5847 4.4592  C150 1.093
36 C -7.5376 -1.5064 3.8625  H21 1.102, N50 1.379, O68 1.224
37 H 0.3929 0.8054 4.7158  C99 1.093
38 C 4.1141 -0.0609 -4.1839  S7 1.862, H14 1.195, C100 1.621, H121 1.194
39 H 9.8054 4.2508 -9.7574  C4 1.094
40 H 1.1895 -7.1787 -4.0413  C146 1.171
41 H 4.8808 0.1367 -1.0263  C117 1.194
42 H 7.8882 0.5733 -1.4998  C90 1.193
43 C -8.1630 -0.9382 10.3497  H103 1.102, N129 1.379, O152 1.224
44 H 9.7460 2.4006 -7.1027  C79 1.094
45 C 3.4164 2.0503 -2.3930  N80 1.501, C92 1.666, H111 1.194, H126 1.168
46 H -6.3066 9.9389 1.8110  C149 1.094
47 O 1.4853 -2.4766 -5.3058  C30 1.463, C154 1.484
48 N -7.6101 8.7870 2.9465  C87 1.448, C95 1.379, C149 1.448
49 H 4.1249 -9.6515 -0.8462  C24 1.180
50 N -7.1413 -1.0926 5.1165  C1 1.448, C36 1.379, C150 1.448
51 H 2.4192 -9.6023 -3.1398  C12 1.192
52 C 1.9154 -4.5248 -7.3714  H13 1.189, C25 1.639, H75 1.174, H158 1.172
53 H 5.2088 2.4661 -0.1396  C93 1.193
54 H 1.4137 -0.3302 -4.7614  C30 1.194
55 H -7.1525 4.7559 2.4228  C115 1.094
56 H 4.5583 -7.1982 0.5664  C142 1.188
57 H 8.8728 1.1320 -10.4925  C61 1.102
58 H 3.3463 -3.5068 -3.8281  C64 1.165
59 N 0.0053 -3.3891 1.1630  C65 1.511, B70 1.511, C133 1.510
60 H -0.8186 -5.4698 1.5074  C65 1.192
61 C 9.2544 1.1407 -9.4581  H57 1.102, O82 1.224, N86 1.379
62 O -8.5769 6.7395 3.4271  C95 1.224
63 H -5.3271 -1.2199 6.1203  C150 1.094
64 C 2.7439 -3.1549 -2.8948  H58 1.165, C108 1.673, H123 1.195, C135 1.630
65 C -0.3584 -4.7676 0.6617  N59 1.511, H60 1.192, H101 1.170, H155 1.194
66 H 6.7035 0.5821 -5.6013  C147 1.180
67 H -5.8879 0.4378 5.7507  C150 1.094
68 O -8.6443 -1.9446 3.5760  C36 1.224
69 H -7.9833 0.8577 3.1217  C143 1.093
70 B 0.0722 -2.3482 0.0697  N59 1.511, C84 1.680, O127 1.501
71 H -10.5427 -0.5682 9.0937  C110 1.094
72 C 6.5696 -2.1026 -1.2817  C9 1.653, O27 1.483, H128 1.171, H144 1.190
73 H 3.3413 -4.8963 -0.3545  C17 1.188
74 H -1.9746 -2.0890 0.0586  O127 1.013
75 H 2.5386 -3.6317 -7.8110  C52 1.174
76 H 0.0447 -1.7428 -6.7820  C154 1.187
77 H 9.2366 -0.8524 -1.3494  C90 1.177
78 H 7.5596 -0.8358 -6.5993  C147 1.172
79 C 10.5554 2.4161 -7.8387  H44 1.094, N86 1.448, H88 1.094, H97 1.093
80 N 2.5959 0.7946 -2.3499  C45 1.501, C100 1.544, H114 1.065
81 H 5.3196 -1.4352 -7.7965  C112 1.183
82 O 9.0237 0.2212 -8.6834  C61 1.224
83 H 7.0554 0.8242 -7.4575  C147 1.185
84 C 1.4874 -1.6649 -0.5249  C2 1.676, B70 1.680, H119 1.159, O132 1.426
85 H -0.1515 -3.7023 -8.1345  C25 1.188
86 N 9.9905 2.2687 -9.1641  C4 1.448, C61 1.379, C79 1.448
87 C -7.0452 8.9344 4.2718  H26 1.093, N48 1.448, H107 1.094, H131 1.094
88 H 11.2267 1.5748 -7.6419  C79 1.094
89 H -7.6273 -0.8060 7.1395  C1 1.093
90 C 8.4075 -0.2331 -0.7896  C9 1.662, H42 1.193, H77 1.177, H139 1.184
91 H -0.7073 -2.8858 -5.4671  C154 1.178
92 C 2.7515 3.1902 -1.3755  H10 1.170, C45 1.666, O98 1.475, H159 1.192
93 C 4.4893 3.3391 0.2398  H53 1.193, O98 1.476, O157 1.344
94 H -1.4715 3.5603 3.2925  C141 1.093
95 C -8.3462 7.6590 2.6524  H6 1.102, N48 1.379, O62 1.224
96 H -9.5938 1.2161 12.1876  C32 1.094
97 H 11.1089 3.3554 -7.7573  C79 1.093
98 O 3.7690 4.0930 -0.8048  C92 1.475, C93 1.476
99 C -0.0171 1.6832 4.2089  N23 1.448, H31 1.094, H37 1.093, H134 1.094
100 C 3.3852 -0.4571 -2.7918  C38 1.621, N80 1.544, C117 1.635, C135 1.674
101 H 0.4886 -5.3292 0.0820  C65 1.170
102 H 7.8195 -1.9081 0.6749  C9 1.189
103 H -7.5642 -1.2505 11.2212  C43 1.102
104 H -7.8642 9.5908 1.0175  C149 1.093
105 H -8.8351 -0.2947 12.7521  C32 1.093
106 C -5.9322 2.3385 2.6344  N122 1.379, O130 1.224, H153 1.102
107 H -7.8546 8.9189 5.0079  C87 1.094
108 C 1.5528 -4.3100 -2.6817  C34 1.673, C64 1.673, O116 1.332
109 O -3.2925 1.0446 5.6132  C118 1.224
110 C -10.1500 0.2883 9.6500  H3 1.094, H15 1.093, H71 1.094, N129 1.448
111 H 3.2825 2.5099 -3.4867  C45 1.194
112 C 5.2887 -0.6548 -6.9086  S7 1.878, H11 1.186, H81 1.183, C147 1.643
113 H -8.5369 1.9621 4.4065  C143 1.094
114 H 1.8022 0.9800 -3.0348  N80 1.065
115 C -7.3257 4.2053 3.3524  H28 1.093, H33 1.094, H55 1.094, N122 1.448
116 O 0.2509 -4.1052 -2.8723  C108 1.332
117 C 4.5418 -0.7987 -1.6871  O27 1.501, H41 1.194, C100 1.635, H148 1.183
118 C -2.1055 0.9693 5.3230  N23 1.379, O109 1.224, H145 1.102
119 H 2.3206 -2.4366 -0.2912  C84 1.159
120 H -8.4017 -2.2060 6.3407  C1 1.094
121 H 3.3751 0.6477 -4.7985  C38 1.194
122 N -7.1480 2.7899 3.1023  C106 1.379, C115 1.448, C143 1.448
123 H 3.4675 -3.3477 -1.9633  C64 1.195
124 H -0.2874 -4.8782 -6.6255  C25 1.190
125 H -8.9596 -0.5571 5.9730  C1 1.094
126 H 4.5669 1.9268 -2.2365  C45 1.168
127 O -1.2028 -1.8646 -0.5586  B70 1.501, H74 1.013
128 H 5.9507 -2.9812 -0.8159  C72 1.171
129 N -9.2694 -0.1916 10.6949  C32 1.448, C43 1.379, C110 1.448
130 O -4.9559 3.0397 2.4021  C106 1.224
131 H -6.3739 8.0931 4.4686  C87 1.094
132 O 1.2170 -1.2736 -1.8694  C84 1.426, C135 1.464
133 C 1.2044 -3.3838 2.0801  H18 1.194, H29 1.183, N59 1.510, H138 1.171
134 H 0.1075 1.5650 3.1288  C99 1.094
135 C 2.1889 -1.6224 -2.9076  C30 1.680, C64 1.630, C100 1.674, O132 1.464
136 H -9.1001 2.1887 2.7241  C143 1.094
137 H 9.7364 3.0726 -11.0930  C4 1.093
138 H 1.4719 -2.3364 2.5306  C133 1.171
139 H 8.9598 0.3357 0.0896  C90 1.184
140 H 0.1200 -1.4744 -4.0278  C30 1.195
141 C -2.1396 2.9588 3.9148  H16 1.094, N23 1.448, H94 1.093, H156 1.094
142 C 3.8517 -7.2956 -0.3832  C17 1.639, C24 1.639, H56 1.188
143 C -8.2553 1.8913 3.3520  H69 1.093, H113 1.094, N122 1.448, H136 1.094
144 H 7.4770 -2.6132 -1.8585  C72 1.190
145 H -1.4669 0.1603 5.7145  C118 1.102
146 C 1.8628 -7.1974 -3.0832  C12 1.668, C34 1.639, H40 1.171
147 C 6.7609 0.0213 -6.6374  H66 1.180, H78 1.172, H83 1.185, C112 1.643
148 H 4.2463 -1.6243 -0.8932  C117 1.183
149 C -7.3834 9.8313 1.9697  H20 1.094, H46 1.094, N48 1.448, H104 1.093
150 C -5.8096 -0.5851 5.3716  H35 1.093, N50 1.448, H63 1.094, H67 1.094
151 H 11.2940 3.4206 -10.2995  C4 1.094
152 O -7.8411 -1.2454 9.2092  C43 1.224
153 H -5.9077 1.2473 2.4793  C106 1.102
154 C 0.2599 -2.6987 -6.1121  C25 1.666, O47 1.484, H76 1.187, H91 1.178
155 H -1.2533 -4.6112 -0.1128  C65 1.194
156 H -2.5542 3.5784 4.7157  C141 1.094
157 O 4.3615 3.6888 1.5315  C93 1.344
158 H 2.4328 -4.8569 -6.3738  C52 1.172
159 H 2.0457 3.8735 -2.0501  C92 1.192

Values from the calculation:
**LUMO level**: -0.47 eV
**SMILES**: C#C[C@H](O[C@](COCCC)(CC(=O)c1ccccc1)[C@@](COCCC)(CSCC)NCCOC=O)B(O)N(C)C.CN(C)C=O.CN(C)C=O.CN(C)C=O.CN(C)C=O.CN(C)C=O.CN(C)C=O
**Largest force on an atom**: 9.92 eV Å⁻¹
**E_HOMO**: -8.036 eV
**Energy**: -3682.5973 a.u.